[1]
17
Properties=species:S:1:pos:R:3:forces:R:3 method="wB97M-V/def2-TZVPD" smiles="C=CN.CSC" homo_ev=-8.24 multiplicity=1 e_above_lowest_kj_mol=246.6
C 0.803 2.232 -2.220 -0.4 0.1 -1.6
C 1.104 2.090 -0.945 -0.7 0.7 0.9
N 0.113 1.971 0.080 1.5 -1.4 -0.7
H -0.117 1.893 -2.698 -0.5 0.7 0.7
H 1.419 2.762 -2.938 0.9 -1.0 0.0
H 2.148 1.981 -0.683 0.2 1.0 0.5
H -0.068 2.690 0.756 0.1 0.0 -0.3
H -0.601 1.331 -0.181 -0.9 0.4 0.2
C -0.253 -3.129 0.273 -0.8 2.5 0.0
S 0.528 -1.950 1.461 0.1 -1.3 0.6
C -0.766 -0.694 1.700 0.4 -0.7 -0.4
H -0.162 -2.613 -0.687 0.3 -0.8 -0.3
H -1.314 -3.011 0.491 -0.1 -0.8 0.1
H 0.100 -4.146 0.306 0.2 -0.1 0.1
H -1.801 -0.996 1.844 0.0 -0.7 -0.3
H -0.502 -0.268 2.673 0.3 0.8 -0.7
H -0.632 -0.144 0.767 -0.5 0.7 1.1

[2]
17
Properties=species:S:1:pos:R:3:forces:R:3 method="wB97M-V/def2-TZVPD" charge=+1 s_squared=0.753 homo_ev="-10.52 / -10.51" multiplicity=2 e_above_lowest_kj_mol=112.7
C 2.741 -0.307 -0.316 -0.5 0.5 -0.1
S 1.617 1.067 -0.685 0.4 -0.8 -0.6
C 2.359 1.687 -2.192 -0.4 0.6 0.3
H 3.492 0.175 0.318 0.2 -0.3 0.1
H 2.202 -1.074 0.231 -0.1 0.1 0.2
H 3.176 -0.727 -1.218 0.0 0.2 -0.1
H 2.564 0.948 -2.963 0.1 -0.3 0.3
H 3.255 2.193 -1.825 0.4 -0.1 -0.2
H 1.731 2.469 -2.613 -0.3 0.0 0.1
C -1.988 -1.877 1.712 -0.1 -0.1 -1.2
C -2.962 -0.964 1.741 0.3 1.3 -0.3
N -3.990 -0.853 0.837 -0.2 -0.5 -0.5
H -2.054 -2.582 0.882 0.0 -0.3 0.4
H -1.027 -1.817 2.195 -0.2 0.1 0.5
H -2.927 -0.034 2.305 0.2 -0.5 0.7
H -4.140 -1.593 0.173 0.0 -0.2 0.1
H -4.821 -0.333 1.044 0.1 0.1 0.3

[3]
17
Properties=species:S:1:pos:R:3:forces:R:3 method="wB97M-V/def2-TZVPD" charge=+1 s_squared=0.755 homo_ev="-13.42 / -13.37" multiplicity=2 e_above_lowest_kj_mol=66.5
C 0.891 0.843 -1.054 0.4 0.3 -0.1
N -0.240 0.661 -0.191 1.8 -1.4 0.3
C -0.380 -0.623 0.476 -1.2 0.3 0.5
C -1.833 -1.041 0.093 0.5 -0.9 -0.2
S -3.092 -0.397 1.224 -0.2 0.2 -0.7
C 2.238 0.676 -0.295 0.1 0.5 0.5
H 0.927 1.861 -1.424 -0.5 -0.1 -0.7
H 0.865 0.026 -1.821 -0.2 0.9 0.4
H -0.806 1.404 0.215 -0.1 0.2 -0.3
H 0.269 -1.473 0.218 0.4 1.1 -0.5
H -0.232 -0.372 1.548 -0.4 -0.6 -0.4
H -1.850 -2.122 -0.103 0.0 -0.1 1.1
H -1.944 -0.789 -0.980 -0.7 0.9 0.6
H -2.489 -0.658 2.395 0.2 -0.2 -0.2
H 2.110 -0.004 0.539 0.5 -0.8 -0.3
H 2.579 1.585 0.218 -0.4 0.1 -0.5
H 2.986 0.424 -1.058 -0.1 -0.3 0.6

[4]
18
Properties=species:S:1:pos:R:3:forces:R:3 method="wB97M-V/def2-TZVPD" smiles=CNCCCSS homo_ev=-8.27 multiplicity=1 e_above_lowest_kj_mol=189.4
C 4.145 -0.559 -0.341 -2.1 2.4 -2.0
N 2.927 -0.243 0.474 -0.3 0.9 -1.4
C 1.786 0.461 -0.300 0.8 -1.3 1.0
C 0.707 0.996 0.623 -1.8 1.2 -1.4
C -0.545 0.209 1.028 1.2 -2.6 0.3
S -1.309 -0.643 -0.386 -1.6 0.7 -0.4
S -3.270 0.204 -0.372 0.6 -0.2 -1.6
H 3.872 -0.841 -1.385 0.1 0.2 0.5
H 4.852 0.283 -0.427 -0.8 0.4 0.0
H 4.825 -1.263 -0.044 0.8 -2.5 1.7
H 2.538 -1.063 0.902 0.0 -0.5 0.0
H 2.148 1.332 -0.778 1.1 0.9 -0.2
H 1.342 -0.052 -1.160 0.1 -0.8 0.2
H 0.308 1.912 0.124 0.1 -0.6 0.0
H 1.176 1.415 1.451 0.9 0.4 1.9
H -1.266 0.717 1.708 0.7 -0.3 -0.7
H -0.276 -0.807 1.460 0.2 1.6 0.7
H -3.298 0.453 0.898 -0.1 0.0 1.4

[5]
18
Properties=species:S:1:pos:R:3:forces:R:3 method="wB97M-V/def2-TZVPD" homo_ev=-8.65 multiplicity=1 e_above_lowest_kj_mol=270.5
C 0.777 0.665 1.129 -2.0 1.0 0.5
C 2.019 -1.144 0.006 -3.8 -0.6 0.0
C 0.490 0.413 -1.273 -1.1 1.1 -1.5
C 0.713 -0.282 0.035 1.6 -1.6 -1.8
N -3.535 0.386 0.190 1.6 2.7 -1.6
S -0.519 -1.587 0.184 -2.8 1.1 -0.8
S -2.659 -0.413 -0.968 1.4 -0.6 1.9
H -0.225 0.935 1.430 -0.2 0.7 0.1
H 1.232 0.289 1.955 1.0 -1.9 2.7
H 1.410 1.491 1.007 0.5 1.7 -1.1
H 1.877 -1.593 -0.936 1.2 -0.8 -1.2
H 1.928 -1.898 0.762 0.2 -0.6 0.5
H 2.815 -0.552 0.213 2.7 1.7 0.0
H 0.192 -0.098 -2.175 -0.2 -1.5 0.2
H -0.352 1.066 -1.176 -0.8 0.5 0.5
H 1.159 1.078 -1.769 1.9 0.6 0.8
H -3.376 1.384 0.510 0.2 -1.8 -0.9
H -3.948 -0.138 0.875 -1.3 -1.7 1.8

[6]
18
Properties=species:S:1:pos:R:3:forces:R:3 method="wB97M-V/def2-TZVPD" smiles=CCSSCCN homo_ev=-8.13 multiplicity=1 e_above_lowest_kj_mol=140.1
C -0.034 0.022 -3.100 -2.4 -1.2 -1.2
C -0.083 0.522 -1.644 2.6 0.2 0.3
S -1.656 0.175 -0.819 -0.2 -0.1 -0.5
S -1.540 1.304 0.887 0.5 -0.2 0.0
C 0.140 0.776 1.387 -2.3 -1.4 2.0
C 0.346 -0.739 1.629 -0.6 -0.5 -1.9
N -0.118 -1.050 2.959 -1.4 -0.8 -1.5
H 0.568 -0.852 -3.461 -0.5 0.3 1.3
H 0.345 0.790 -3.736 0.0 0.9 -0.4
H -1.135 -0.175 -3.453 2.0 0.3 0.4
H 0.177 1.644 -1.694 -0.6 -1.6 0.6
H 0.748 -0.025 -1.045 -1.3 1.1 -0.9
H 0.325 1.265 2.348 -0.1 0.1 -0.1
H 0.770 1.174 0.695 2.0 1.0 -1.9
H 1.444 -0.807 1.519 -0.2 -0.6 0.1
H -0.133 -1.446 0.778 0.9 1.8 2.0
H 0.536 -0.707 3.595 0.6 -0.1 1.7
H -0.699 -1.871 3.155 1.0 0.7 -0.1